# 1
{"formula": "CH5N3O", "method": "ωB97M-V/def2-TZVPD", "symbols": ["N", "N", "C", "N", "O", "H", "H", "H", "H", "H"], "positions_angstrom": [[2.042, -0.107, 0.002], [0.788, -0.321, -0.043], [0.106, 0.811, -0.109], [-1.266, 0.540, 0.088], [-1.703, -0.807, 0.033], [2.248, -1.013, -0.584], [2.264, -0.220, 0.986], [0.524, 1.904, 0.014], [-2.185, 1.129, -0.211], [-0.814, -1.004, -0.147]], "atomic_forces_ev_per_a": [[7.24, -2.59, -1.67], [-9.45, 3.64, -0.95], [-1.69, -1.71, 1.44], [-4.04, 4.21, -0.57], [-0.76, 1.91, 0.28], [1.94, 2.13, 2.01], [1.24, -0.51, -0.10], [-0.93, -2.31, -0.57], [3.81, -1.33, 0.74], [2.64, -3.44, -0.61]], "nbo_charge": [-0.65, -0.44, 0.19, -0.35, -0.54, 0.36, 0.35, 0.21, 0.40, 0.47], "orbital_gap_ha": 0.3395, "e_above_lowest_kcal_mol": 116.7, "e_tot_ha": -280.41861, "smiles": "N/N=C/NO", "homo_energy_ev": -8.10}

=====

# 2
{"formula": "CH5N3O", "method": "ωB97M-V/def2-TZVPD", "symbols": ["C", "H", "H", "H", "H", "H", "N", "N", "N", "O"], "positions_angstrom": [[0.583, 0.475, -0.115], [-2.157, 0.611, 0.722], [-2.402, -0.443, -0.943], [-0.363, -1.291, 1.093], [1.772, -1.158, -0.195], [2.627, 0.205, 0.083], [-1.771, 0.370, -0.304], [-0.526, -0.264, 0.006], [1.732, -0.215, -0.306], [0.505, 1.710, -0.041]], "atomic_forces_ev_per_a": [[0.30, 3.57, 1.14], [0.10, -0.69, -3.46], [2.11, 3.13, 3.09], [-0.77, 3.56, -3.81], [-0.49, -3.16, 0.13], [-1.95, -0.27, -0.93], [-1.31, -3.09, 1.82], [-1.94, -4.88, 1.93], [3.08, 3.16, 0.69], [0.88, -1.35, -0.60]], "nbo_charge": [0.72, 0.37, 0.37, 0.29, 0.38, 0.40, -0.61, -0.47, -0.81, -0.63], "orbital_gap_ha": 0.3317, "e_above_lowest_kcal_mol": 82.2, "e_tot_ha": -280.47344, "homo_energy_ev": -9.31}

=====

# 3
{"formula": "CH5N3O2", "method": "ωB97M-V/def2-TZVPD", "symbols": ["C", "N", "N", "O", "O", "N", "H", "H", "H", "H", "H"], "positions_angstrom": [[1.456, -1.261, 0.732], [0.861, 0.014, 0.162], [-0.384, 0.108, 0.167], [-1.505, -0.330, 0.018], [-0.672, 1.649, -0.192], [-1.640, 1.369, -0.919], [1.837, -1.128, 1.778], [1.066, -2.253, 0.712], [2.388, -1.459, 0.291], [-1.084, 1.177, -1.790], [-2.322, 2.113, -0.959]], "atomic_forces_ev_per_a": [[0.75, 0.91, 1.31], [-0.68, -2.63, 1.81], [-0.65, 0.45, -0.10], [3.20, -4.36, 2.56], [4.34, 1.76, 4.16], [-2.89, 2.80, -6.62], [-0.99, 0.52, -0.56], [-1.80, -0.28, -0.31], [1.35, 0.48, -1.40], [-2.46, 0.36, -0.70], [-0.16, 0.00, -0.15]], "nbo_charge": [-0.49, -0.20, 0.44, -0.32, -0.34, -0.42, 0.22, 0.21, 0.21, 0.32, 0.36], "orbital_gap_ha": 0.3515, "e_above_lowest_kcal_mol": 177.9, "e_tot_ha": -355.54073, "smiles": "C/N=[N+](\\[O-])ON", "homo_energy_ev": -8.72}

=====

# 4
{"formula": "CH5N3O3S", "method": "ωB97M-V/def2-TZVPD", "symbols": ["C", "N", "N", "N", "O", "O", "O", "S", "H", "H", "H", "H", "H"], "positions_angstrom": [[-0.454, 0.087, -2.032], [0.513, -0.054, -2.738], [-1.156, 0.368, -1.114], [0.806, -0.680, 1.324], [-0.108, 1.649, 1.614], [1.829, 1.220, 0.064], [-1.953, -0.091, -0.064], [1.325, 0.699, 1.556], [0.621, 0.271, -3.697], [-0.246, 2.386, 0.915], [1.993, 0.522, -0.564], [1.028, -1.465, 1.977], [-1.668, 0.468, 0.730]], "atomic_forces_ev_per_a": [[-1.19, -0.34, 1.75], [2.13, -0.05, -2.12], [-1.00, 1.17, 1.96], [-0.05, -1.88, 0.35], [0.08, 1.08, -1.53], [-0.40, 1.21, 1.46], [0.60, 0.39, -0.36], [-0.29, 0.91, -0.87], [-0.45, -0.36, 0.45], [0.90, -1.79, 1.37], [-0.25, -0.98, -0.36], [-0.10, 1.44, -0.58], [0.03, -0.79, -1.54]], "nbo_charge": [0.61, -0.79, -0.24, -1.15, -0.96, -0.91, -0.50, 1.59, 0.40, 0.52, 0.52, 0.41, 0.51], "orbital_gap_ha": 0.3717, "e_above_lowest_kcal_mol": 95.0, "e_tot_ha": -829.10290, "homo_energy_ev": -9.45}

=====

# 5
{"formula": "CH5N3OS", "method": "ωB97M-V/def2-TZVPD", "symbols": ["H", "N", "C", "N", "O", "N", "S", "H", "H", "H", "H"], "positions_angstrom": [[1.322, 1.723, -0.063], [0.375, 1.345, -0.158], [0.401, 0.052, -0.061], [1.618, -0.728, 0.110], [2.724, 0.046, -0.028], [-0.702, -0.740, -0.155], [-2.293, -0.002, 0.020], [1.681, -1.534, -0.580], [2.904, 0.397, 0.966], [-0.662, -1.448, 0.540], [-1.795, 1.074, 0.828]], "atomic_forces_ev_per_a": [[-0.30, -0.23, -0.35], [0.01, -1.80, 0.76], [1.85, 2.32, -0.97], [-2.48, -1.77, -0.80], [2.02, 2.13, 3.40], [-1.64, 0.04, 0.16], [1.62, 1.26, 0.75], [-0.14, 1.52, 1.15], [-0.33, -1.31, -3.45], [0.22, -0.92, 0.36], [-0.82, -1.25, -1.01]], "nbo_charge": [0.36, -0.75, 0.52, -0.37, -0.55, -0.74, 0.14, 0.37, 0.47, 0.39, 0.15], "orbital_gap_ha": 0.3572, "e_above_lowest_kcal_mol": 45.1, "e_tot_ha": -678.70413, "smiles": "[H]/N=C(\\NO)NS", "homo_energy_ev": -9.14}

=====

# 6
{"formula": "CH5N3S", "method": "ωB97M-V/def2-TZVPD", "symbols": ["C", "N", "N", "N", "S", "H", "H", "H", "H", "H"], "positions_angstrom": [[-0.540, 1.341, 0.753], [1.135, -1.303, -0.386], [-0.086, 0.089, -1.511], [0.488, -1.006, -1.383], [-1.144, -0.128, 1.362], [-1.212, 2.117, 1.244], [0.493, 1.509, 0.881], [1.549, -2.111, -0.241], [-0.583, 0.220, -2.442], [-0.099, -0.728, 1.724]], "atomic_forces_ev_per_a": [[-1.65, 1.00, 1.84], [-1.52, 4.67, 0.59], [-1.06, 0.45, -2.53], [-0.11, 0.55, 0.29], [-2.91, 0.36, -0.15], [0.92, -0.40, -1.54], [1.04, 0.21, -0.25], [2.12, -5.10, -0.20], [0.82, -0.49, 1.49], [2.35, -1.24, 0.45]], "nbo_charge": [-0.56, -0.49, -0.42, 0.16, 0.09, 0.20, 0.19, 0.35, 0.36, 0.10], "orbital_gap_ha": [0.3351, 0.2247], "e_above_lowest_kcal_mol": 135.3, "e_tot_ha": -603.33033, "homo_energy_ev": [-8.81, -7.40]}

=====

# 7
{"formula": "CH5N3S", "method": "ωB97M-V/def2-TZVPD", "symbols": ["N", "N", "C", "N", "S", "H", "H", "H", "H", "H"], "positions_angstrom": [[-1.490, 0.644, -0.481], [-1.325, -0.584, 0.073], [-0.092, -1.024, 0.194], [1.113, -0.382, -0.046], [1.677, 1.197, 0.102], [-2.437, 0.805, -0.812], [-0.702, 1.047, -1.044], [0.018, -2.035, 0.625], [1.822, -1.149, 0.001], [1.416, 1.480, 1.388]], "atomic_forces_ev_per_a": [[0.67, 1.21, -0.47], [2.64, -1.21, -0.28], [-3.37, 0.67, 0.84], [1.57, -2.10, -0.47], [-0.33, 0.04, -0.29], [0.62, -0.17, 0.02], [-1.29, -0.62, 0.66], [-0.14, 0.64, -0.29], [-0.38, 1.69, 0.01], [0.00, -0.15, 0.28]], "nbo_charge": [-0.67, -0.26, 0.14, -0.82, 0.21, 0.38, 0.36, 0.18, 0.40, 0.09], "orbital_gap_ha": 0.3181, "e_above_lowest_kcal_mol": 39.4, "e_tot_ha": -603.48305, "smiles": "N/N=C\\NS", "homo_energy_ev": -7.89}

=====

# 8
{"formula": "CH5N3S2", "method": "ωB97M-V/def2-TZVPD", "symbols": ["C", "N", "N", "N", "S", "S", "H", "H", "H", "H", "H"], "positions_angstrom": [[-0.592, -0.252, 1.036], [1.753, 0.002, 0.081], [-0.298, 1.097, 0.598], [1.153, 1.129, 0.375], [-0.834, -1.942, -1.613], [0.668, -1.400, 0.087], [-0.201, -0.292, 2.066], [-1.501, -0.496, 0.544], [-0.804, 1.305, -0.258], [1.489, 1.822, -0.351], [-0.833, -0.971, -2.566]], "atomic_forces_ev_per_a": [[2.59, 1.13, -0.92], [-0.71, -4.71, 0.96], [1.00, -0.64, -0.01], [-0.53, 2.25, -1.48], [-0.76, -0.50, -0.44], [1.45, 4.35, -0.54], [-1.22, -0.69, -0.18], [-1.24, -0.74, 1.06], [0.32, -0.02, -0.34], [-1.31, -0.39, 1.22], [0.41, -0.04, 0.66]], "nbo_charge": [-0.35, -0.43, -0.45, -0.27, -0.46, 0.60, 0.23, 0.26, 0.36, 0.37, 0.14], "orbital_gap_ha": [0.2739, 0.2731], "e_above_lowest_kcal_mol": 92.2, "e_tot_ha": -1001.57028, "homo_energy_ev": [-7.74, -7.42]}

=====

# 9
{"formula": "CH5N4", "method": "ωB97M-V/def2-TZVPD", "symbols": ["C", "N", "N", "N", "N", "H", "H", "H", "H", "H"], "positions_angstrom": [[0.279, 0.231, 0.131], [1.479, 0.856, -0.216], [1.434, -0.593, 0.048], [-0.939, 0.554, 0.739], [-1.007, 0.019, -0.552], [1.718, 0.888, -1.237], [1.849, -0.586, 1.546], [-1.432, 0.172, 1.588], [-1.212, 0.758, -1.392], [-1.036, -1.046, -0.754]], "atomic_forces_ev_per_a": [[0.86, 0.38, -0.30], [-0.07, 0.47, -1.34], [0.37, -0.33, 6.35], [0.57, 0.80, 2.07], [0.10, -0.70, -4.38], [-0.62, 0.47, 0.99], [-1.14, -0.48, -4.72], [0.71, -0.22, -1.50], [0.02, -2.44, 2.54], [-0.81, 2.05, 0.29]], "nbo_charge": [0.44, -0.41, -0.34, -0.39, -0.42, 0.39, 0.36, 0.45, 0.47, 0.46], "orbital_gap_ha": 0.3918, "e_above_lowest_kcal_mol": 136.8, "e_tot_ha": -259.59367, "charge": 1, "homo_energy_ev": -15.09}

=====

# 10
{"formula": "CH5N4O2", "method": "ωB97M-V/def2-TZVPD", "symbols": ["C", "N", "N", "N", "N", "O", "O", "H", "H", "H", "H", "H"], "positions_angstrom": [[1.840, 0.176, -0.033], [1.243, 1.248, 0.074], [-2.498, -0.748, -0.104], [1.687, -1.128, 0.120], [-1.336, -0.265, -0.233], [2.972, -0.400, -0.242], [-1.229, 0.978, -0.198], [0.041, 1.432, 0.031], [1.599, 2.196, -0.102], [-2.843, -1.664, -0.340], [-3.224, -0.077, 0.043], [1.748, -1.748, 0.982]], "atomic_forces_ev_per_a": [[0.41, -0.99, 1.28], [-2.55, 4.29, -0.24], [-1.19, 1.57, 0.11], [-0.93, -2.92, -0.12], [2.01, -0.75, -0.57], [1.34, 0.34, -0.24], [-1.80, -0.15, 0.58], [1.21, -2.37, 0.02], [1.00, -0.96, -0.11], [1.19, -0.63, -0.01], [-0.81, 0.75, 0.11], [0.13, 1.82, -0.80]], "nbo_charge": [0.76, -0.74, -0.47, -0.31, 0.26, -0.26, -0.44, 0.48, 0.45, 0.44, 0.39, 0.43], "orbital_gap_ha": 0.4004, "e_above_lowest_kcal_mol": 91.1, "e_tot_ha": -410.14780, "charge": 1, "homo_energy_ev": -15.11}

=====

# 11
{"formula": "CH5N6", "method": "ωB97M-V/def2-TZVPD", "symbols": ["C", "N", "N", "N", "N", "N", "N", "H", "H", "H", "H", "H"], "positions_angstrom": [[1.668, -0.359, -2.220], [1.417, 0.381, -1.368], [1.015, 1.057, -0.417], [0.039, 0.469, 0.305], [-0.400, -0.641, -0.099], [-0.353, 1.097, 1.456], [-1.342, -1.260, 0.550], [2.082, -0.884, -3.033], [0.345, 1.771, 1.753], [-1.271, 1.533, 1.388], [-1.604, -0.998, 1.496], [-1.596, -2.167, 0.190]], "atomic_forces_ev_per_a": [[0.18, 1.29, 0.76], [0.04, -2.27, -1.69], [0.73, 3.03, 1.36], [-1.04, -1.84, -0.55], [-0.20, 0.18, 0.22], [-0.15, -0.16, 0.56], [-0.14, 0.34, 0.53], [0.14, -0.53, -0.53], [0.10, -0.13, -0.21], [0.09, -0.06, -0.35], [0.09, 0.05, -0.08], [0.16, 0.10, -0.03]], "nbo_charge": [0.23, -0.02, -0.22, 0.21, 0.04, -0.64, -0.55, 0.28, 0.42, 0.40, 0.41, 0.43], "orbital_gap_ha": 0.3270, "e_above_lowest_kcal_mol": 46.1, "e_tot_ha": -369.17983, "charge": 1, "homo_energy_ev": -13.16}

=====

# 12
{"formula": "CH5NO2P", "method": "ωB97M-V/def2-TZVPD", "symbols": ["C", "N", "O", "O", "P", "H", "H", "H", "H", "H"], "positions_angstrom": [[-0.021, 0.258, 1.121], [1.454, -1.943, -1.203], [-1.894, 1.692, -1.462], [1.384, -0.545, -1.230], [0.640, 0.741, -0.658], [0.546, 0.681, 1.920], [-0.021, -0.804, 1.298], [-1.043, 0.614, 1.186], [0.891, -2.369, -0.505], [-1.936, 1.675, -0.468]], "atomic_forces_ev_per_a": [[-0.22, -0.19, -1.77], [1.53, 0.63, -1.87], [0.98, -0.55, 1.87], [-0.63, -0.91, 0.52], [-0.64, 0.14, 0.93], [0.67, 0.66, 0.33], [-0.06, -0.57, -0.20], [-0.21, 0.06, 0.03], [-1.20, 0.59, 1.57], [-0.22, 0.14, -1.39]], "nbo_charge": [-0.99, -0.55, -1.17, -0.63, 1.04, 0.21, 0.22, 0.23, 0.26, 0.38], "orbital_gap_ha": [0.2401, 0.2594], "e_above_lowest_kcal_mol": 179.1, "e_tot_ha": -587.53679, "charge": -1, "homo_energy_ev": [-2.92, -3.32]}